The following is a DFT calculation (ωB97M-V/def2-TZVPD) of a molecular structure, C4H5NaO at a distorted geometry.

The geometry in XYZ format:
```
11
Properties=species:S:1:pos:R:3
C -0.34729 1.84595 -0.71430
C 0.17158 1.20476 0.33946
C 0.31826 -0.28728 0.45850
C -0.87722 -1.04678 -0.10050
O -0.66015 -2.27942 -0.28210
Na 0.71677 -4.25197 -0.17596
H -0.75718 1.30891 -1.57369
H -0.41208 2.93578 -0.73316
H 0.44058 1.79462 1.22203
H 0.12635 -0.60595 1.53932
H 1.28037 -0.61862 0.02041
```

F_max, eV/Å: 1.6
Energy above the lowest of the compared OMol25 structures with the same formula, charge and spin, kJ/mol: 0.0
HOMO-LUMO gap, eV: 4.1654
HOMO, eV: -5.4
Molecular weight, g mol⁻¹: 92.1

Atomic partial charges in e from the natural (NBO) method, atoms 1 to 6: -0.402, -0.170, -0.619, 0.234, -0.857, 0.810



The following is a DFT calculation (ωB97M-V/def2-TZVPD) of a molecular structure, C4H5NaO3Tl at a distorted geometry.

The geometry in XYZ format:
```
14
Properties=species:S:1:pos:R:3
Tl 0.41247 2.01405 -2.07474
O 1.47893 0.16940 -0.64608
C 2.81875 -0.25871 -0.35372
H 3.14222 0.12840 0.61909
H 2.83851 -1.35433 -0.34383
H 3.43120 0.15296 -1.15919
C -2.68179 0.08289 -0.26767
C -1.36571 -0.09858 -0.09322
O -0.54041 1.03242 -0.16602
C 0.53739 -0.06950 0.26308
O 0.70389 -0.75072 1.25680
Na -1.31010 -1.20418 2.31407
H -3.35060 -0.73687 0.00631
H -2.99818 1.00904 -0.76102
```

F_max, eV/Å: 4.3
Energy above the lowest of the compared OMol25 structures with the same formula, charge and spin, kJ/mol: 0.0
HOMO-LUMO gap (alpha / beta), eV: 2.4558 / 6.3825
Spin multiplicity: 2
HOMO (alpha / beta), eV: -3.6 / -7.7
Molecular weight, g mol⁻¹: 328.5

Atomic partial charges in e from the natural (NBO) method, atoms 1 to 6: -0.057, -0.537, -0.253, 0.199, 0.195, 0.211



The following is a DFT calculation (ωB97M-V/def2-TZVPD) of a molecular structure, C4H5NaO3Tl at a distorted geometry.

The geometry in XYZ format:
```
14
Properties=species:S:1:pos:R:3
O -2.43580 -0.16140 -0.87133
Tl -0.76803 -2.08444 -1.16775
O -2.31814 -1.50193 -0.35455
C -1.68144 0.77170 -0.16158
C -0.24247 0.70333 -0.27205
H 0.34046 1.20959 -1.05164
H -2.49857 1.51743 -0.14599
H -1.19822 1.72178 0.54713
O 2.92957 -0.05984 0.62133
C 2.02126 -0.79739 0.10329
C 0.65985 -0.66250 0.41676
Na 2.60095 1.72001 1.78710
H 0.35308 -1.05306 1.40030
H 2.23750 -1.32327 -0.85104
```

F_max, eV/Å: 9.5
Energy above the lowest of the compared OMol25 structures with the same formula, charge and spin, kJ/mol: 766.6
HOMO-LUMO gap (alpha / beta), eV: 4.1848 / 4.2037
Spin multiplicity: 2
HOMO (alpha / beta), eV: -5.8 / -5.8
Molecular weight, g mol⁻¹: 328.5

Atomic partial charges in e from the Löwdin method, atoms 1 to 6: -0.246, 0.765, -0.536, -0.395, -0.101, 0.079



The following is a DFT calculation (ωB97M-V/def2-TZVPD) of a molecular structure, C4H5NdO2 at a distorted geometry.

The geometry in XYZ format:
```
12
Properties=species:S:1:pos:R:3
O 2.55052 1.22641 1.28390
C 1.55463 0.54354 1.10346
C 0.32029 1.15011 0.51618
C -0.67561 0.12913 0.03393
C -0.48275 -0.63907 -1.05966
O -1.30198 -1.54045 -1.54613
Nd -3.06785 -3.42792 -1.34239
H 1.64631 -0.55841 0.96863
H -0.12544 1.74968 1.32959
H -1.60579 0.01741 0.60063
H 0.45671 -0.51597 -1.62827
H 0.73096 1.86554 -0.25987
```

F_max, eV/Å: 4.3
Energy above the lowest of the compared OMol25 structures with the same formula, charge and spin, kJ/mol: 6.9
HOMO-LUMO gap (alpha / beta), eV: 4.4385 / 4.5420
Spin multiplicity: 5
HOMO (alpha / beta), eV: -10.6 / -10.7
Charge: +1
Molecular weight, g mol⁻¹: 229.3

Atomic partial charges in e from the Löwdin method, atoms 1 to 6: 0.036, -0.270, -0.186, -0.132, -0.373, -0.425